Entry 1:
{"formula": "C5H13NO2", "method": "wB97M-V/def2-TZVPD", "elements": ["C", "C", "C", "C", "N", "C", "H", "H", "H", "H", "H", "H", "H", "H", "H", "H", "H", "O", "H", "H", "O"], "positions_angstrom": [[1.03357, -1.18354, -3.02248], [0.37175, -1.19053, -1.57311], [0.58102, 0.11004, -0.80420], [1.52906, 0.42362, 0.04139], [1.41104, 1.65122, 0.72121], [1.21197, 1.52590, 2.00241], [0.51380, -0.48413, -3.67594], [0.82164, -2.12519, -3.33066], [2.13377, -0.93310, -3.09028], [0.86714, -2.10009, -0.97883], [-0.65515, -1.54128, -1.56306], [-0.23225, 0.87501, -0.98953], [2.36572, -0.08685, 0.43513], [1.02554, 2.40007, 2.54197], [1.15821, 0.62332, 2.47217], [-1.37757, 1.92970, 2.01637], [-2.46434, 1.37738, 2.79546], [-1.70706, 1.03390, 2.30326], [-2.46190, -1.21518, 0.60468], [-3.58420, -1.40449, -0.41778], [-2.83693, -1.90722, -0.01979]], "forces_ev_per_angstrom": [[0.074, 2.731, 1.980], [2.987, -1.349, 1.039], [-2.041, -0.709, -1.576], [-0.352, 1.019, 0.606], [-0.674, 0.559, 2.780], [0.692, 1.816, -4.467], [-0.059, 0.103, -0.001], [-0.132, -2.917, -1.582], [-1.242, -0.441, 0.539], [-0.601, 1.974, -1.097], [-0.316, 0.541, -0.437], [1.136, -0.690, 0.300], [0.730, -1.379, -0.348], [-0.044, 1.346, 0.969], [-0.110, -2.605, 1.335], [0.145, -1.512, -0.093], [-0.276, -0.694, 0.253], [0.022, 2.124, -0.239], [-0.442, -1.286, -0.975], [0.697, -0.683, 0.279], [-0.193, 2.052, 0.736]], "lowdin_charge": [-0.10, -0.24, -0.13, -0.21, -0.01, -0.04, 0.06, 0.01, 0.09, 0.14, 0.07, 0.13, 0.11, 0.05, 0.05, 0.05, 0.04, -0.08, 0.05, 0.05, -0.10], "orbital_gap_ev": 9.18, "smiles": "C=N/C=C/CC.O.O"}

---

Entry 2:
{"formula": "C5H13NO2", "method": "wB97M-V/def2-TZVPD", "elements": ["O", "C", "N", "C", "C", "C", "C", "H", "H", "H", "H", "H", "H", "H", "H", "H", "H", "H", "H", "H", "O"], "positions_angstrom": [[-2.57152, -1.25148, -0.72546], [-2.64418, -0.04659, -0.57410], [-1.57422, 0.79187, -0.59649], [-0.18951, 0.35605, -0.72043], [0.33417, -0.20433, 0.61273], [1.26207, 0.71682, 1.40816], [2.38752, 1.33007, 0.56301], [-3.59550, 0.48954, -0.41631], [-1.65514, 1.78552, -0.64963], [0.44528, 1.15918, -1.07711], [-0.12974, -0.42342, -1.49289], [1.01372, -1.03172, 0.37034], [-0.45823, -0.63161, 1.22580], [0.79469, 1.61211, 1.85379], [1.63649, 0.11276, 2.23114], [3.25116, 1.55255, 1.19659], [2.71165, 0.64373, -0.21987], [2.17725, 2.25644, 0.01317], [-1.62099, -3.50305, -0.68252], [-0.73117, -2.38463, -1.10401], [-0.84380, -3.32981, -1.21591]], "forces_ev_per_angstrom": [[-0.031, 0.426, 0.345], [0.368, 0.391, -0.292], [0.584, 0.195, -0.268], [-0.384, -1.300, 0.308], [1.123, -0.123, -0.381], [-0.450, 1.343, -0.129], [0.691, -0.402, -0.163], [0.044, -0.106, -0.058], [-0.848, 0.258, 0.202], [-0.193, 0.313, 0.023], [-0.113, 0.163, 0.134], [-0.301, -0.179, -0.083], [-0.127, 0.150, -0.094], [-0.479, -0.591, 0.113], [0.331, 0.147, 0.065], [-0.043, -0.044, -0.121], [0.235, -0.253, 0.072], [-0.483, -0.110, 0.405], [-0.207, -0.008, -0.007], [-0.202, 0.160, -0.046], [0.485, -0.430, -0.026]], "lowdin_charge": [0.02, -0.34, 0.03, -0.18, -0.20, -0.26, -0.13, 0.13, 0.13, 0.11, 0.12, 0.11, 0.11, 0.11, 0.10, 0.07, 0.07, 0.07, 0.02, -0.03, -0.07], "orbital_gap_ev": 10.76, "smiles": "CCCCNC=O.O"}

---

Entry 3:
{"formula": "C5H13NO2", "method": "wB97M-V/def2-TZVPD", "elements": ["C", "C", "C", "O", "O", "H", "H", "H", "H", "H", "H", "C", "C", "N", "H", "H", "H", "H", "H", "H", "H"], "positions_angstrom": [[2.36997, 0.83959, -1.31864], [-1.53388, 0.72166, -1.20891], [-0.56298, 0.77562, -0.06339], [1.38766, -0.12697, -1.10347], [-0.00015, 1.76033, 0.35457], [2.30336, 1.73505, -0.68253], [2.36663, 1.17098, -2.36591], [3.36212, 0.41734, -1.11188], [-1.41152, 1.63523, -1.78536], [-2.55601, 0.69313, -0.82482], [-1.36658, -0.13870, -1.85110], [0.22303, -0.37172, 2.02321], [-1.37052, -1.54969, 0.58608], [-0.32492, -0.52723, 0.67051], [0.86271, -0.50914, -0.05835], [0.98885, 0.39836, 2.01032], [-2.32907, -1.16050, 0.93462], [-0.55836, -0.16697, 2.75391], [0.74995, -1.29494, 2.27056], [-1.11254, -2.40465, 1.20963], [-1.48779, -1.89679, -0.43903]], "forces_ev_per_angstrom": [[0.608, -0.212, 0.604], [0.156, 0.164, 0.055], [0.436, -0.073, 1.373], [-1.366, -1.185, 1.425], [-0.953, -0.671, -0.374], [-0.360, -0.081, -0.015], [-0.155, -0.145, 0.115], [0.121, 0.064, -0.132], [0.031, -0.028, 0.015], [0.014, -0.052, 0.038], [0.067, -0.015, 0.059], [0.275, -0.170, -0.170], [0.030, 0.051, -0.275], [-0.034, 1.126, -0.237], [1.450, 0.828, -2.828], [-0.265, 0.252, 0.076], [-0.052, 0.022, 0.058], [0.061, 0.125, 0.108], [-0.257, -0.089, 0.109], [0.152, 0.081, -0.045], [0.038, 0.006, 0.042]], "lowdin_charge": [-0.22, 0.01, -0.45, -0.27, 0.08, 0.06, 0.07, 0.06, 0.09, 0.09, 0.09, -0.05, -0.05, -0.22, 0.14, 0.09, 0.09, 0.10, 0.10, 0.09, 0.09], "orbital_gap_ev": 9.42}

---

Entry 4:
{"formula": "C5H13NO2", "method": "wB97M-V/def2-TZVPD", "elements": ["O", "C", "C", "C", "C", "C", "N", "H", "H", "H", "H", "H", "H", "H", "H", "H", "H", "H", "H", "H", "O"], "positions_angstrom": [[-1.85276, 2.40560, 0.82113], [-0.98251, 1.54125, 0.98683], [0.21581, 1.58125, 0.10352], [0.87671, 0.34791, -0.34097], [2.11918, 0.06383, 0.53388], [1.61530, -1.94927, 1.92124], [1.95310, -0.51354, 1.95206], [-0.97171, 0.85055, 1.91732], [-0.08870, 2.18464, -0.83115], [0.80887, 2.50523, 0.50628], [1.25581, 0.36172, -1.46783], [0.18493, -0.49171, -0.27936], [2.97372, -0.66132, -0.01147], [2.54431, 1.16393, 0.68037], [1.17078, -2.31342, 0.95152], [2.46204, -2.71204, 1.94826], [0.68384, -2.04380, 2.52996], [2.90256, -0.46432, 2.51458], [-2.97080, -2.33049, -5.49363], [-4.32797, -2.85534, -4.98262], [-3.56803, -2.29418, -4.68034]], "forces_ev_per_angstrom": [[1.229, -2.159, 0.787], [-1.376, 1.861, 0.754], [-0.696, 4.206, -1.947], [2.294, -1.879, -0.803], [3.688, -0.008, 0.608], [-1.353, -0.847, -1.445], [1.969, 0.072, -0.573], [-0.201, 0.643, -1.359], [-0.296, -1.117, 1.150], [-0.117, -2.156, -0.037], [-0.852, 0.245, 2.426], [-0.147, -0.102, -0.124], [-2.242, 2.045, 0.926], [-0.201, -2.518, -0.240], [0.411, 1.055, 0.208], [-0.950, 1.086, 1.064], [1.348, -0.800, 0.478], [-2.512, 0.371, -1.875], [-1.073, 0.188, 1.717], [0.904, 0.769, 0.572], [0.173, -0.958, -2.288]], "lowdin_charge": [0.00, -0.25, -0.24, -0.25, -0.26, -0.19, -0.16, 0.14, 0.14, 0.16, 0.15, 0.10, 0.15, 0.12, 0.07, 0.09, 0.08, 0.14, 0.06, 0.05, -0.11], "orbital_gap_ev": 9.98, "smiles": "CNCCCC=O.O"}

---

Across the entries above, E_tot takes the values -10978.4353, -10980.9521, -10979.1593, -10977.9128 eV, respectively.